Record 1
{"formula": "C36H35AsBF8N7PS4Y", "method": "wB97M-V/def2-TZVPD", "homo_lumo_gap_ev": 5.528, "charge": -2, "relative_energy_kj_mol": 325.2, "e_tot_ha": -6808.59519, "largest_force_ev_per_a": 0.76, "species": ["H", "H", "H", "C", "H", "C", "C", "H", "N", "C", "H", "F", "N", "H", "H", "H", "N", "As", "S", "H", "H", "C", "H", "H", "H", "F", "H", "C", "N", "C", "C", "H", "F", "H", "C", "H", "H", "F", "Y", "C", "H", "C", "C", "C", "F", "C", "H", "F", "F", "H", "C", "C", "C", "H", "C", "C", "C", "H", "C", "C", "H", "N", "H", "C", "H", "N", "H", "C", "C", "C", "H", "H", "B", "N", "C", "C", "C", "F", "P", "H", "C", "H", "C", "H", "S", "H", "C", "C", "C", "C", "H", "S", "C", "S"], "xyz": [[-2.93441, -3.36304, -1.82826], [2.40188, 3.53384, -0.74441], [-4.63209, -1.45638, -4.67774], [5.60017, 1.22069, 0.23936], [5.56029, 0.48241, -0.55934], [-5.80625, 0.14092, 1.61210], [3.02821, 1.20049, -1.15957], [0.03493, -2.21357, -1.00233], [1.92986, -3.13840, -1.09126], [-2.70883, 3.99170, -2.07863], [-0.38543, -0.35839, -2.40566], [-0.06978, 2.17790, -3.75624], [0.52945, 1.51233, -0.90186], [-7.13691, 1.77903, 1.22273], [-5.82799, 2.59096, -0.72265], [3.66712, 3.94996, 2.01465], [1.68114, -1.31891, 0.04880], [-0.46318, 1.51075, 4.33051], [1.40293, 1.74287, 3.03510], [5.86374, 2.18995, -0.19055], [6.37814, 0.92410, 0.94024], [4.26171, 1.35178, 0.94317], [-4.53895, -1.35595, -2.21805], [-3.08636, -5.69484, -1.10679], [-3.78950, 1.42047, -1.40951], [2.32080, -3.15912, 3.09181], [4.35569, 2.02803, 1.79016], [1.07582, -2.20122, -0.72313], [3.14657, -2.93219, -0.52807], [-4.64774, -0.52056, 1.22989], [1.66597, 1.43547, -1.81538], [2.87418, 0.20164, 1.87708], [-1.20792, 2.47840, 0.83787], [3.21895, 0.14381, -1.04764], [2.92337, 4.11639, 1.23273], [-6.35149, -0.20349, 2.48221], [-3.53621, 4.63277, -2.34445], [-2.04410, 3.77329, -4.32030], [0.16836, 0.33874, 1.31867], [-1.30771, -0.63174, -2.90616], [-4.30468, -1.36621, 1.80928], [-2.66512, -5.25979, 0.95753], [-2.35994, -4.27009, 1.87713], [-3.91835, -0.07904, 0.13048], [0.88592, -3.68097, 1.36705], [4.05527, -1.22914, 0.91550], [1.73617, 2.37073, -2.37946], [0.65187, -1.67148, 2.50623], [0.10458, -3.67831, 3.53106], [6.26025, -0.78567, 3.91993], [-2.54723, -0.98970, -4.93376], [-5.51274, 1.70741, -0.18026], [-2.26619, -2.94586, 1.47198], [4.13192, 3.60544, -0.48627], [-2.78192, -3.60127, -0.78350], [-2.44321, -0.88083, -2.14479], [-4.35757, 1.04576, -0.56638], [2.96087, 5.17645, 0.96582], [-2.45844, 3.62243, -0.76510], [-0.47868, 2.28044, -1.37247], [5.47815, -2.68217, 0.38814], [6.19682, -1.59091, 1.98734], [4.07078, 0.43142, 3.75795], [-2.49431, -2.59508, 0.14060], [-2.13483, -4.51435, 2.90807], [3.86659, 0.03316, 1.64961], [1.94905, 3.88880, 1.66074], [-3.69453, -1.23126, -4.18261], [5.70630, -0.78525, 2.98504], [-2.86798, -4.92458, -0.37546], [-0.46577, -0.46786, -4.87035], [-1.98048, -2.19207, 2.19985], [1.00706, -3.09329, 2.65178], [3.16061, 1.83792, 0.14095], [4.56818, -0.07708, 2.94487], [-6.24215, 1.25378, 0.90986], [3.17974, 3.29595, -0.01900], [-3.25467, 4.07895, 0.20464], [-2.30799, -0.82696, -0.31719], [3.78640, 1.57045, -1.87302], [5.27519, -1.85542, 1.06437], [1.56815, 0.65349, -2.58477], [-1.84237, 3.48190, -3.01965], [-2.59091, -1.02257, -6.01648], [-1.82003, 0.34374, 2.94864], [-2.71709, -6.29629, 1.27132], [-1.35656, -0.68899, -4.29594], [-1.40990, 2.80294, -0.44449], [-0.77617, 2.66269, -2.70518], [2.96999, -1.81912, 0.16479], [1.72559, -4.00207, -1.55475], [-1.25393, 3.45912, 4.52130], [-3.64225, -1.17736, -2.80068], [0.03614, 0.35712, 6.01064]], "forces_ev_per_angstrom": [[0.008, 0.003, 0.027], [-0.031, -0.008, 0.049], [0.020, 0.004, 0.006], [-0.015, -0.054, 0.024], [0.000, -0.023, -0.006], [0.011, -0.016, 0.009], [0.057, 0.037, 0.038], [0.040, 0.015, 0.031], [0.132, 0.099, -0.060], [-0.046, 0.030, 0.009], [-0.007, 0.024, -0.008], [0.102, -0.106, -0.156], [-0.063, -0.167, -0.078], [0.022, -0.008, -0.003], [0.005, -0.015, 0.012], [-0.017, 0.012, -0.022], [0.204, 0.207, -0.030], [-0.102, -0.008, 0.147], [0.096, -0.073, 0.183], [-0.014, -0.029, 0.022], [-0.007, -0.013, 0.023], [-0.063, -0.076, 0.037], [0.022, 0.007, -0.008], [0.003, 0.004, 0.018], [-0.011, -0.040, -0.023], [-0.313, 0.011, -0.092], [0.022, 0.021, 0.034], [0.028, 0.048, -0.004], [-0.116, -0.023, -0.069], [-0.020, 0.020, -0.019], [-0.008, 0.039, -0.056], [0.012, -0.035, 0.229], [0.091, -0.117, 0.474], [-0.008, -0.112, 0.015], [0.023, 0.057, 0.009], [0.008, 0.007, -0.015], [0.034, -0.019, 0.006], [-0.036, 0.045, -0.205], [0.350, -0.043, -0.676], [0.013, 0.025, -0.028], [0.011, -0.020, -0.002], [-0.008, -0.022, -0.045], [0.030, -0.017, 0.082], [-0.008, -0.015, 0.067], [-0.132, -0.039, 0.461], [-0.050, 0.109, 0.047], [0.003, -0.003, 0.004], [-0.054, 0.031, -0.184], [0.170, 0.107, -0.115], [-0.002, -0.012, -0.048], [-0.031, -0.010, -0.018], [0.016, -0.018, -0.015], [0.069, -0.023, -0.014], [0.017, 0.001, -0.018], [-0.036, -0.037, -0.009], [-0.066, -0.040, -0.024], [-0.012, -0.008, -0.015], [0.004, -0.027, 0.005], [0.089, 0.039, -0.105], [-0.038, -0.038, 0.049], [0.002, 0.027, 0.026], [-0.063, 0.044, 0.006], [0.040, -0.019, -0.014], [-0.026, -0.012, -0.024], [-0.028, 0.013, -0.082], [0.038, 0.069, -0.150], [0.035, 0.029, -0.039], [0.017, 0.003, -0.011], [0.024, -0.008, 0.025], [0.017, 0.004, 0.027], [-0.013, -0.001, 0.006], [-0.006, 0.017, 0.010], [0.160, -0.128, 0.014], [0.003, -0.064, 0.006], [-0.051, 0.007, -0.127], [-0.015, 0.011, -0.001], [-0.018, 0.031, -0.005], [-0.100, 0.064, 0.136], [-0.084, 0.002, 0.009], [0.015, 0.035, 0.011], [0.054, 0.016, 0.002], [-0.045, -0.043, 0.025], [0.022, -0.019, 0.112], [0.001, 0.003, 0.030], [-0.264, 0.086, 0.308], [0.001, 0.029, -0.009], [0.036, 0.022, 0.044], [-0.055, 0.098, -0.342], [-0.075, 0.022, 0.088], [-0.023, 0.000, -0.037], [0.005, -0.080, -0.029], [0.049, -0.079, 0.035], [0.001, 0.050, 0.018], [-0.055, 0.083, -0.018]]}


Record 2
{"formula": "C6H15N3O", "method": "wB97M-V/def2-TZVPD", "homo_lumo_gap_ev": 9.220, "smiles": "C/N=C(/C)N.CNC(C)=O", "relative_energy_kj_mol": 121.1, "e_tot_ha": -477.09488, "largest_force_ev_per_a": 5.01, "species": ["C", "N", "H", "C", "H", "H", "H", "H", "H", "C", "H", "H", "C", "H", "H", "H", "H", "H", "C", "C", "N", "H", "O", "H", "N"], "xyz": [[-1.18737, -1.23070, 1.66464], [1.17853, 1.15429, 0.22630], [-0.70882, -2.55838, -0.44258], [-1.75517, 1.00448, -1.25100], [1.97195, -1.46861, -1.71966], [1.34720, 0.83928, 2.25879], [1.57019, 2.53682, 1.75228], [-1.00472, 0.76233, -2.01514], [1.41001, 1.84294, -0.47608], [1.85774, -0.40897, -1.50582], [-2.03861, -1.90453, 1.75524], [-2.70280, 0.55305, -1.56329], [-1.06348, -0.70336, 0.26212], [-1.29831, -0.41212, 2.36840], [-1.89033, 2.08505, -1.20611], [-0.93343, -1.43872, -1.64955], [2.82893, 0.06672, -1.63985], [1.16088, 0.04151, -2.21104], [1.41472, -0.22242, -0.06057], [1.00146, 1.62269, 1.58485], [-1.17911, -1.70554, -0.70833], [-0.28637, -1.78711, 1.92145], [1.76901, -0.99982, 0.81589], [-0.06237, 1.78691, 1.77259], [-1.39974, 0.54418, 0.06646]], "forces_ev_per_angstrom": [[1.110, -0.074, 0.192], [0.802, -1.599, -0.221], [-0.001, -0.092, -0.036], [0.261, -0.218, 0.085], [-0.051, -0.023, -0.028], [0.104, 0.103, 0.058], [-0.009, -0.035, 0.018], [-0.011, 0.123, -0.108], [-0.332, -0.415, -0.043], [-0.842, -0.463, -0.104], [-0.099, 0.081, -0.203], [-0.024, -0.032, -0.076], [-3.941, 1.588, -0.261], [-0.019, 0.067, -0.062], [0.063, -0.031, -0.189], [-0.079, 0.069, -0.095], [-0.014, 0.037, 0.188], [-0.001, -0.007, -0.086], [3.644, 3.381, 0.660], [-0.213, -0.342, -0.169], [0.799, 0.188, 0.020], [0.024, -0.112, 0.181], [-1.533, -0.237, -0.450], [0.053, 0.140, 0.066], [0.307, -2.098, 0.663]]}


Record 3
{"formula": "C4H10OS2", "method": "wB97M-V/def2-TZVPD", "homo_lumo_gap_ev": [4.305, 7.445], "charge": -1, "relative_energy_kj_mol": 69.9, "e_tot_ha": -1030.00253, "largest_force_ev_per_a": 2.58, "s2": 0.754, "spin_multiplicity": 2, "species": ["H", "H", "H", "H", "C", "H", "O", "S", "H", "H", "S", "H", "C", "C", "C", "H", "H"], "xyz": [[0.26978, -0.07746, -1.27090], [0.48223, -0.11421, -3.03137], [0.87580, -1.54112, -2.04741], [-1.76824, -0.16566, -0.00195], [0.90321, -0.45201, -2.07977], [2.23617, 1.07964, 0.53235], [3.27215, -0.57226, -2.36774], [1.65012, 1.06657, 1.73340], [-3.10466, 0.60331, 1.89070], [-0.55318, -0.86593, 1.13157], [-0.45990, 1.54754, 1.05865], [2.41599, 1.04497, -1.54944], [-2.39339, -0.20362, 2.03054], [-1.28992, -0.06953, 0.97280], [2.31456, 0.03460, -1.97802], [-1.95508, -0.14278, 3.02568], [-2.89564, -1.17204, 1.95091]], "forces_ev_per_angstrom": [[0.213, 0.241, -0.071], [0.024, 0.041, 0.021], [0.091, -0.032, -0.190], [0.200, -0.208, -0.193], [-0.328, -0.422, 0.279], [0.010, -0.012, -0.015], [0.508, -0.356, -0.171], [2.325, -0.643, 0.886], [-0.214, 0.070, 0.159], [0.067, 0.097, -0.219], [-2.356, 0.536, -0.898], [0.145, 0.116, 0.026], [0.493, -0.176, -0.172], [-0.341, 0.181, 0.455], [-0.637, 0.443, 0.081], [-0.055, 0.156, 0.082], [-0.144, -0.031, -0.059]]}


Record 4
{"formula": "C2H5IS", "method": "wB97M-V/def2-TZVPD", "homo_lumo_gap_ev": 9.499, "smiles": "SCCI", "relative_energy_kj_mol": 41.7, "e_tot_ha": -775.05046, "largest_force_ev_per_a": 3.31, "species": ["H", "S", "H", "C", "I", "H", "H", "C", "H"], "xyz": [[-0.47145, 1.57910, 0.48952], [1.91303, -0.03115, -0.01680], [-0.62743, 1.04861, -1.24446], [-0.61791, 0.69354, -0.23132], [-2.81710, 0.20301, -0.04901], [2.42272, -0.36213, 1.17215], [-0.06954, -1.34400, -0.93435], [0.26308, -0.64013, -0.04803], [0.00460, -1.14685, 0.86231]], "forces_ev_per_angstrom": [[0.061, -1.818, -0.993], [1.646, 0.305, -0.993], [0.419, 0.132, -0.358], [-0.896, -0.484, 1.473], [1.041, 0.140, 0.022], [-0.510, -0.333, 0.232], [1.237, 1.320, 1.642], [-2.853, 0.861, -1.431], [-0.146, -0.125, 0.406]]}